[1]
{
  "formula": "CH3NO2S2",
  "method": "wB97M-V/def2-TZVPD",
  "multiplicity": 1,
  "homo_ev": -8.5,
  "e_above_lowest_ev": 5.356,
  "elements": ["C", "N", "O", "O", "S", "S", "H", "H", "H"],
  "coordinates": [[0.36010, 1.32172, 1.28765], [0.38510, 0.12464, 0.78611], [0.71437, -0.88161, 1.71515], [0.38723, -0.17889, -0.42034], [0.32183, 2.78765, 1.80779], [-1.89715, -0.37238, -2.31422], [1.43326, -1.52030, 1.27502], [-0.95317, -1.18704, -2.72800], [-0.75158, -0.09379, -1.40917]]
}

[2]
{
  "formula": "C36H27I2N7ORhS",
  "method": "wB97M-V/def2-TZVPD",
  "multiplicity": 5,
  "homo_ev": [-10.0, -10.0],
  "e_above_lowest_ev": 2.472,
  "total_charge": 1,
  "elements": ["Rh", "I", "C", "C", "C", "I", "C", "O", "C", "C", "N", "C", "C", "C", "C", "C", "C", "N", "C", "H", "H", "H", "H", "H", "H", "H", "H", "H", "H", "H", "N", "C", "C", "C", "C", "C", "C", "C", "C", "C", "C", "C", "C", "N", "C", "C", "C", "C", "N", "H", "H", "H", "H", "H", "H", "H", "H", "H", "H", "N", "C", "N", "C", "C", "C", "C", "C", "C", "S", "H", "H", "H", "H", "H", "H"],
  "coordinates": [[0.72758, 0.12117, 0.34048], [-6.65094, 2.53038, 1.69862], [-4.83794, 2.00599, 0.80960], [-4.18748, 2.91624, -0.02549], [-3.00209, 2.55523, -0.60430], [-2.13117, 3.82158, -2.01290], [-2.36063, 1.27340, -0.35635], [-1.24523, 0.99305, -0.86774], [-3.11424, 0.34920, 0.47170], [-2.66227, -1.06414, 0.73205], [-1.40204, -1.40818, 0.10128], [-1.05593, -2.80540, 0.24012], [0.39287, -2.99958, -0.12018], [0.80964, -4.23712, -0.64122], [2.13868, -4.40414, -1.07598], [3.02518, -3.40419, -0.86977], [2.62011, -2.17497, -0.13860], [1.19182, -1.97616, 0.06366], [-4.31264, 0.72922, 1.01889], [-4.62739, 3.88236, -0.22756], [-3.46762, -1.73904, 0.40084], [-2.55700, -1.21078, 1.81119], [-1.45414, -1.18223, -0.88412], [-1.69186, -3.45626, -0.37272], [-1.20342, -3.11563, 1.27933], [0.08824, -5.03409, -0.75378], [2.44162, -5.32479, -1.55635], [4.06518, -3.49100, -1.15310], [3.09299, -2.20547, 0.85940], [-4.86440, 0.01995, 1.62401], [1.53747, 7.21003, 7.80214], [1.35168, 6.48201, 6.93290], [1.12176, 5.56222, 5.85950], [2.16935, 5.19444, 5.01704], [1.94453, 4.28009, 4.00490], [0.68512, 3.70113, 3.83398], [-0.36395, 4.09996, 4.65811], [-0.15020, 5.02982, 5.65978], [0.52558, 2.63580, 2.81095], [0.17131, 1.35631, 3.25099], [-0.11309, 0.95766, 4.59076], [-0.36016, -0.39243, 4.56235], [-0.20622, -0.78796, 3.21505], [0.09791, 0.23770, 2.43453], [0.84004, 2.96416, 1.48787], [1.17312, 4.25798, 0.99852], [1.43984, 4.12585, -0.34207], [1.23611, 2.76786, -0.65359], [0.87026, 2.07965, 0.42159], [3.15044, 5.62838, 5.15436], [2.75211, 3.99978, 3.34192], [-1.35342, 3.69041, 4.50238], [-0.96532, 5.35123, 6.29388], [-0.11445, 1.60947, 5.44801], [-0.62013, -1.03607, 5.38718], [-0.29728, -1.78789, 2.81455], [1.20171, 5.15645, 1.59262], [1.71110, 4.89710, -1.04425], [1.35605, 2.29905, -1.61872], [2.69425, -0.50384, -2.05523], [3.17851, -0.82345, -0.75378], [2.81719, 0.15652, 0.23074], [3.79902, 0.40855, 1.09968], [3.67386, 1.11956, 2.31083], [4.77987, 1.30860, 3.09834], [6.03506, 0.80134, 2.72513], [6.19168, 0.09784, 1.54179], [5.08376, -0.09743, 0.73631], [5.03977, -0.94526, -0.77246], [1.77590, -0.08229, -2.05352], [2.75282, -1.27347, -2.70733], [2.69996, 1.47679, 2.60431], [4.68074, 1.85396, 4.02799], [6.88898, 0.94343, 3.37339], [7.15378, -0.29714, 1.24520]]
}

[3]
{
  "formula": "CH5S3",
  "method": "wB97M-V/def2-TZVPD",
  "multiplicity": 1,
  "homo_ev": -2.4,
  "e_above_lowest_ev": 0.752,
  "total_charge": -1,
  "elements": ["S", "H", "C", "S", "S", "H", "H", "H", "H"],
  "coordinates": [[0.06299, 2.13057, -1.67105], [-0.71932, 3.17080, -1.10348], [0.62967, -1.30629, 0.22724], [-0.33795, -1.37916, 1.83048], [-1.81649, 0.19549, 1.59283], [1.75130, -1.63271, 0.53006], [0.18902, -2.07027, -0.40208], [0.77572, -0.28891, -0.04816], [-0.53493, 1.18048, -0.95585]]
}

[4]
{
  "formula": "C6H8N",
  "method": "wB97M-V/def2-TZVPD",
  "multiplicity": 1,
  "homo_ev": [-12.0, -13.2],
  "e_above_lowest_ev": 8.145,
  "total_charge": 1,
  "elements": ["C", "C", "C", "C", "C", "C", "N", "H", "H", "H", "H", "H", "H", "H", "H"],
  "coordinates": [[3.40300, -0.63499, 0.03532], [2.31631, -0.01762, 0.02654], [0.10023, 1.39806, 0.09655], [1.16499, 0.62748, 0.00673], [-1.27890, 0.93016, -0.14576], [-0.73570, -1.44131, -0.22674], [-1.59306, -0.46029, 0.38898], [4.42431, -0.82527, -0.14929], [0.40152, 2.53352, 0.07256], [-1.89717, 1.77950, 0.18495], [-1.19832, 0.89913, -1.16910], [-1.18907, -2.08758, -0.98678], [0.12958, -1.85724, 0.21315], [-1.52199, -0.29337, 1.45510], [-2.52571, -0.55019, 0.19780]]
}